{"formula": "C14H33ClIN4OP2Yb", "method": "ωB97M-V/def2-TZVPD", "species": ["C", "C", "H", "H", "H", "O", "I", "Yb", "P", "C", "C", "H", "H", "H", "H", "H", "H", "C", "H", "H", "H", "P", "C", "C", "H", "H", "H", "C", "H", "H", "H", "H", "H", "H", "Cl", "C", "N", "C", "N", "C", "N", "C", "N", "C", "C", "H", "H", "H", "H", "H", "H", "H", "H", "H", "H", "H", "H"], "positions_angstrom": [[5.28347, -2.28260, -1.99541], [4.00195, -2.07481, -1.27846], [5.70974, -3.23708, -1.63743], [6.00233, -1.47833, -1.77274], [5.12621, -2.36203, -3.08268], [3.41957, -2.71842, -0.45820], [3.08419, -0.14128, -1.96052], [0.67909, -0.22958, -0.30112], [-0.52640, -1.77402, -2.40944], [-1.94556, -2.92737, -2.32087], [-1.20525, -0.53111, -3.59947], [-1.30645, -1.00391, -4.58813], [0.09120, -2.90237, -4.45863], [-0.51732, 0.32858, -3.62922], [1.51975, -2.11300, -3.66598], [-2.79224, -2.44390, -1.81024], [-2.17792, -0.15515, -3.24885], [0.59984, -2.69496, -3.50646], [-2.23110, -3.25111, -3.33227], [0.88592, -3.63371, -3.01502], [-1.63812, -3.79596, -1.72005], [2.25247, 1.02807, 1.75475], [1.97462, 1.03061, 3.56468], [4.05641, 0.78330, 1.68226], [2.13399, 2.99123, 0.32618], [3.01655, 3.34056, 1.88091], [1.21032, 3.25624, 1.81396], [2.15028, 2.84428, 1.41761], [4.38536, 0.76208, 0.63274], [4.55569, 1.58947, 2.23809], [2.68251, 1.71573, 4.05338], [2.12858, 0.00513, 3.93186], [4.30112, -0.19137, 2.12338], [0.93554, 1.31838, 3.78623], [0.31741, 1.96245, -1.53885], [-1.77881, -0.54886, 1.57477], [-1.35032, 0.44734, 0.60148], [-1.22486, 1.78035, 1.26388], [-2.47805, 2.19729, 1.87558], [-2.89247, 1.14772, 2.83387], [-3.06334, -0.17807, 2.18743], [-4.06267, -0.04701, 1.09142], [-3.68582, 0.97722, 0.09992], [-2.38005, 0.59309, -0.46337], [-3.51645, 2.27091, 0.80245], [-1.02114, -0.61163, 2.36793], [-1.89980, -1.50957, 1.05860], [-0.91278, 2.50061, 0.49554], [-0.48954, 1.70051, 2.08035], [-3.86145, 1.44706, 3.24785], [-2.12886, 1.06197, 3.62115], [-4.16645, -1.02289, 0.59091], [-5.00797, 0.27353, 1.54104], [-2.02776, 1.35874, -1.16846], [-2.52778, -0.38230, -0.95181], [-4.47111, 2.48936, 1.29792], [-3.21629, 3.04060, 0.07554]], "forces_ev_per_a": [[0.694, -0.981, 0.196], [-0.795, -0.639, 0.961], [-0.143, 0.371, -0.152], [-0.431, -0.119, -0.166], [-0.057, 0.262, 0.395], [0.865, 1.143, -1.345], [0.806, 0.034, -0.562], [0.914, -0.562, -0.223], [-0.698, -0.081, -0.924], [0.194, -0.205, 0.353], [0.327, 0.196, 0.288], [-0.068, 0.275, 0.313], [0.269, 0.004, 0.254], [-0.276, -0.302, -0.252], [-0.394, -0.193, -0.159], [0.118, -0.220, -0.278], [0.241, -0.175, -0.229], [0.365, -0.130, 0.161], [-0.052, 0.090, 0.374], [-0.077, 0.115, -0.195], [-0.241, 0.119, -0.249], [0.311, 0.944, 0.608], [-0.050, -0.442, -0.010], [0.143, -0.354, -0.172], [0.170, 0.151, 0.418], [-0.387, -0.045, -0.169], [0.371, -0.047, -0.037], [-0.126, -0.263, -0.381], [-0.005, 0.198, 0.420], [-0.037, -0.304, -0.203], [-0.329, -0.197, -0.050], [-0.012, 0.353, 0.096], [0.043, 0.232, -0.018], [0.362, 0.026, 0.085], [0.129, 0.316, -0.312], [-0.647, -0.195, 0.577], [-1.353, 0.891, 0.410], [0.488, 0.527, 0.172], [-0.703, -2.727, -1.531], [-0.612, 0.086, 0.323], [0.621, 0.586, -0.894], [-0.963, -0.223, 0.470], [2.784, -0.168, 2.487], [-0.413, -0.061, -0.770], [-1.354, 1.905, -0.247], [-0.126, -0.203, -0.164], [0.116, 0.024, 0.236], [0.037, -0.179, 0.343], [-0.063, 0.059, -0.442], [0.290, -0.086, 0.157], [-0.334, 0.056, -0.171], [-0.070, 0.385, 0.199], [0.057, -0.309, -0.126], [-0.126, -0.327, 0.122], [0.218, 0.354, 0.026], [0.269, 0.280, -0.337], [-0.261, -0.243, 0.323]], "s2": 0.759, "total_charge": 2, "homo_energy_ha": [-0.49594, -0.49299], "mol_weight_g_mol": 670.79, "max_force_ev_per_a": 3.74, "homo_lumo_gap_ev": [8.2, 2.8], "e_above_lowest_kj_mol": 164.0, "spin_multiplicity": 2}